# 1
Molecular formula: C20H26N4O3
Method: DFT, ωB97M-V/def2-TZVPD

- SMILES = C[C@H]1C[C@H](C)CN(C(=O)CCNC(=O)Cn2cnc3ccccc3c2=O)C1
- total charge = 0

Last columns: bonded neighbours and bond lengths (Å).
Atoms and positions in Å:
1 C -1.99286 -3.07939 -0.32910  C2 1.526, H28 1.087, H29 1.089, H30 1.087
2 C -1.62266 -1.60933 -0.50489  C1 1.526, C3 1.538, C27 1.536, H31 1.093
3 C -2.79042 -0.79552 -1.08861  C2 1.538, C4 1.528, H32 1.091, H33 1.092
4 C -3.57007 -0.08221 0.01464  C3 1.528, C5 1.525, C6 1.533, H34 1.094
5 C -4.82131 0.59935 -0.53027  C4 1.525, H35 1.088, H36 1.087, H37 1.088
6 C -2.64612 0.95804 0.65810  C4 1.533, N7 1.449, H38 1.099, H39 1.094
7 N -1.31687 0.41998 0.86569  C6 1.449, C8 1.348, C27 1.448
8 C -0.22289 1.17247 1.09896  N7 1.348, O9 1.222, C10 1.521
9 O 0.88022 0.67262 1.26514  C8 1.222
10 C -0.44663 2.67644 1.13468  C8 1.521, C11 1.534, H40 1.091, H41 1.092
11 C 0.84207 3.43817 1.46978  C10 1.534, N12 1.448, H42 1.090, H43 1.095
12 N 1.92525 3.07965 0.57841  C11 1.448, C13 1.341, H44 1.013
13 C 1.78788 3.13017 -0.75419  N12 1.341, O14 1.215, C15 1.537
14 O 0.89356 3.70136 -1.34659  C13 1.215
15 C 2.87788 2.33464 -1.49087  C13 1.537, N16 1.451, H45 1.091, H46 1.093
16 N 2.66813 0.92216 -1.23075  C15 1.451, C17 1.357, C25 1.396
17 C 1.75304 0.22392 -1.95024  N16 1.357, N18 1.277, H47 1.083
18 N 1.44878 -1.00577 -1.78694  C17 1.277, C19 1.373
19 C 2.08734 -1.69224 -0.78377  N18 1.373, C20 1.399, C24 1.406
20 C 1.79191 -3.04510 -0.58500  C19 1.399, C21 1.376, H48 1.079
21 C 2.40575 -3.73912 0.43193  C20 1.376, C22 1.395, H49 1.081
22 C 3.32297 -3.10806 1.27217  C21 1.395, C23 1.376, H50 1.080
23 C 3.62916 -1.77957 1.08704  C22 1.376, C24 1.396, H51 1.079
24 C 3.02184 -1.06114 0.05551  C19 1.406, C23 1.396, C25 1.453
25 C 3.31500 0.34961 -0.13392  N16 1.396, C24 1.453, O26 1.219
26 O 4.05864 1.02287 0.55819  C25 1.219
27 C -1.20512 -1.02357 0.85181  C2 1.536, N7 1.448, H52 1.096, H53 1.091
28 H -1.18193 -3.61639 0.15739  C1 1.087
29 H -2.88742 -3.18081 0.28277  C1 1.089
30 H -2.18281 -3.54166 -1.29468  C1 1.087
31 H -0.77189 -1.54189 -1.18822  C2 1.093
32 H -3.45522 -1.45346 -1.64960  C3 1.091
33 H -2.40827 -0.04286 -1.78124  C3 1.092
34 H -3.87898 -0.81500 0.76599  C4 1.094
35 H -5.33618 1.14356 0.25847  C5 1.088
36 H -5.50551 -0.13944 -0.94009  C5 1.087
37 H -4.56182 1.30091 -1.32008  C5 1.088
38 H -3.07081 1.30018 1.61259  C6 1.099
39 H -2.58536 1.82072 -0.01232  C6 1.094
40 H -1.21724 2.92263 1.86659  C10 1.091
41 H -0.78551 3.00419 0.14914  C10 1.092
42 H 1.16442 3.21191 2.48596  C11 1.090
43 H 0.64643 4.51166 1.38054  C11 1.095
44 H 2.64011 2.46831 0.95442  N12 1.013
45 H 2.80882 2.52656 -2.56270  C15 1.091
46 H 3.86778 2.60391 -1.11458  C15 1.093
47 H 1.24782 0.77618 -2.73328  C17 1.083
48 H 1.08102 -3.51841 -1.24369  C20 1.079
49 H 2.17475 -4.78357 0.58476  C21 1.081
50 H 3.79114 -3.66641 2.06895  C22 1.080
51 H 4.33361 -1.26557 1.72297  C23 1.079
52 H -1.83532 -1.43266 1.65004  C27 1.096
53 H -0.16610 -1.27302 1.07297  C27 1.091

---

# 2
Molecular formula: C20H26N4O4
Method: DFT, ωB97M-V/def2-TZVPD

- SMILES = C[C@H](NC(=O)c1nc[nH]c1C(=O)N[C@@H](C)c1ccccc1)C(=O)OC(C)(C)C
- total charge = 0

Last columns: bonded neighbours and bond lengths (Å).
Atoms and positions in Å:
1 C -2.34130 -3.33156 -3.09842  C2 1.523, H29 1.086, H30 1.086, H31 1.088
2 C -1.65653 -2.74155 -1.87284  C1 1.523, N3 1.439, C22 1.542, H32 1.098
3 N -0.98072 -1.51122 -2.18742  C2 1.439, C4 1.344, H33 1.011
4 C -0.74181 -0.56356 -1.26529  N3 1.344, O5 1.228, C6 1.469
5 O -1.25050 -0.56802 -0.14708  C4 1.228
6 C 0.16485 0.48542 -1.75203  C4 1.469, N7 1.369, C10 1.387
7 N 0.69980 0.38968 -3.00816  C6 1.369, C8 1.303
8 C 1.47050 1.42982 -3.15750  N7 1.303, N9 1.347, H34 1.072
9 N 1.47400 2.20678 -2.05684  C8 1.347, C10 1.364, H35 1.010
10 C 0.64841 1.63030 -1.13647  C6 1.387, N9 1.364, C11 1.484
11 C 0.50790 2.31632 0.17195  C10 1.484, O12 1.224, N13 1.336
12 O 1.15263 3.33617 0.37606  C11 1.224
13 N -0.34076 1.73593 1.02560  C11 1.336, C14 1.458, H36 1.024
14 C -0.60198 2.27073 2.35661  N13 1.458, C15 1.528, C16 1.516, H37 1.097
15 C 0.60086 2.01619 3.26375  C14 1.528, H38 1.087, H39 1.088, H40 1.087
16 C -1.00901 3.72644 2.23631  C14 1.516, C17 1.386, C21 1.392
17 C -0.37119 4.76210 2.90128  C16 1.386, C18 1.385, H41 1.078
18 C -0.79558 6.06968 2.73308  C17 1.385, C19 1.383, H42 1.081
19 C -1.85947 6.36047 1.89918  C18 1.383, C20 1.385, H43 1.080
20 C -2.50293 5.33218 1.23123  C19 1.385, C21 1.382, H44 1.081
21 C -2.08131 4.02764 1.40167  C16 1.392, C20 1.382, H45 1.081
22 C -0.69842 -3.77342 -1.24493  C2 1.542, O23 1.203, O24 1.319
23 O -1.01987 -4.91464 -1.03973  C22 1.203
24 O 0.46421 -3.21235 -0.97316  C22 1.319, C25 1.452
25 C 1.52132 -3.92302 -0.27553  O24 1.452, C26 1.527, C27 1.527, C28 1.529
26 C 1.02387 -4.37406 1.09597  C25 1.527, H46 1.088, H47 1.086, H48 1.087
27 C 1.99545 -5.10884 -1.11291  C25 1.527, H49 1.087, H50 1.088, H51 1.086
28 C 2.62595 -2.87602 -0.13362  C25 1.529, H52 1.086, H53 1.087, H54 1.087
29 H -2.77894 -4.29069 -2.83660  C1 1.086
30 H -3.12197 -2.66504 -3.45435  C1 1.086
31 H -1.61738 -3.48549 -3.89601  C1 1.088
32 H -2.39638 -2.51354 -1.09355  C2 1.098
33 H -0.43265 -1.45093 -3.03539  N3 1.011
34 H 2.03500 1.64609 -4.04246  C8 1.072
35 H 1.96641 3.06844 -1.86740  N9 1.010
36 H -0.77800 0.85343 0.74673  N13 1.024
37 H -1.46192 1.70850 2.74165  C14 1.097
38 H 0.38911 2.34077 4.27881  C15 1.087
39 H 0.82110 0.95059 3.27774  C15 1.088
40 H 1.46929 2.54727 2.88336  C15 1.087
41 H 0.46778 4.56383 3.54805  C17 1.078
42 H -0.28535 6.86660 3.25468  C18 1.081
43 H -2.18492 7.38205 1.76708  C19 1.080
44 H -3.33479 5.54764 0.57602  C20 1.081
45 H -2.58334 3.22661 0.87654  C21 1.081
46 H 0.61666 -3.52416 1.63960  C26 1.088
47 H 1.84828 -4.79584 1.66393  C26 1.086
48 H 0.24723 -5.12657 0.98943  C26 1.087
49 H 1.19425 -5.83394 -1.22758  C27 1.087
50 H 2.30917 -4.77075 -2.09838  C27 1.088
51 H 2.83701 -5.58857 -0.62130  C27 1.086
52 H 3.47807 -3.29992 0.38909  C28 1.086
53 H 2.94396 -2.53335 -1.11501  C28 1.087
54 H 2.25396 -2.02060 0.42454  C28 1.087

---

# 3
Molecular formula: C20H26N4O4
Method: DFT, ωB97M-V/def2-TZVPD

- SMILES = COC(=O)[C@@H]1CCCN1Cc1c(C(=O)N2CCOCC2)nc2c(C)cccn12
- total charge = 0

Last columns: bonded neighbours and bond lengths (Å).
Atoms and positions in Å:
1 C 0.37172 0.14041 2.94808  O2 1.422, H29 1.093, H30 1.088, H31 1.092
2 O 0.75996 -0.89563 2.05546  C1 1.422, C3 1.337
3 C 1.79923 -0.64965 1.25051  O2 1.337, O4 1.204, C5 1.517
4 O 2.45197 0.36163 1.29127  C3 1.204
5 C 2.05804 -1.83496 0.33998  C3 1.517, C6 1.544, N9 1.458, H32 1.102
6 C 3.26926 -2.65967 0.82543  C5 1.544, C7 1.535, H33 1.089, H34 1.089
7 C 4.16968 -2.78588 -0.41186  C6 1.535, C8 1.524, H35 1.088, H36 1.089
8 C 3.23552 -2.43777 -1.56458  C7 1.524, N9 1.449, H37 1.092, H38 1.104
9 N 2.42146 -1.38158 -0.99757  C5 1.458, C8 1.449, C10 1.454
10 C 1.26498 -1.01318 -1.79852  N9 1.454, C11 1.487, H39 1.100, H40 1.096
11 C 0.55051 0.10832 -1.13351  C10 1.487, C12 1.390, N28 1.363
12 C -0.67200 0.17627 -0.47628  C11 1.390, C13 1.478, N21 1.361
13 C -1.58246 -0.97477 -0.30416  C12 1.478, O14 1.227, N15 1.353
14 O -1.19442 -2.10704 -0.57572  C13 1.227
15 N -2.82890 -0.78010 0.18394  C13 1.353, C16 1.441, C20 1.452
16 C -3.48901 0.47597 0.43423  N15 1.441, C17 1.540, H41 1.096, H42 1.089
17 C -4.54329 0.71748 -0.66177  C16 1.540, O18 1.415, H43 1.093, H44 1.101
18 O -5.07541 -0.49381 -1.16225  C17 1.415, C19 1.406
19 C -5.13483 -1.49723 -0.17860  O18 1.406, C20 1.538, H45 1.091, H46 1.101
20 C -3.72160 -1.92352 0.25354  N15 1.452, C19 1.538, H47 1.097, H48 1.093
21 N -0.86233 1.42591 0.02727  C12 1.361, C22 1.321
22 C 0.21245 2.12345 -0.29442  N21 1.321, C23 1.411, N28 1.386
23 C 0.52602 3.46582 0.00513  C22 1.411, C24 1.494, C25 1.368
24 C -0.45239 4.27865 0.78813  C23 1.494, H49 1.088, H50 1.089, H51 1.087
25 C 1.73246 3.94101 -0.43083  C23 1.368, C26 1.412, H52 1.080
26 C 2.63143 3.11147 -1.13527  C25 1.412, C27 1.358, H53 1.078
27 C 2.31091 1.82093 -1.41210  C26 1.358, N28 1.354, H54 1.077
28 N 1.10545 1.34771 -1.01608  C11 1.363, C22 1.386, C27 1.354
29 H -0.32755 0.81023 2.44178  C1 1.093
30 H -0.11135 -0.34066 3.79542  C1 1.088
31 H 1.24841 0.70673 3.26919  C1 1.092
32 H 1.14423 -2.44989 0.32395  C5 1.102
33 H 3.78763 -2.15362 1.63888  C6 1.089
34 H 2.93855 -3.63369 1.18233  C6 1.089
35 H 4.60194 -3.77956 -0.51182  C7 1.088
36 H 4.97460 -2.05372 -0.36456  C7 1.089
37 H 3.76391 -2.07168 -2.44712  C8 1.092
38 H 2.62793 -3.31270 -1.85377  C8 1.104
39 H 0.56524 -1.85298 -1.92389  C10 1.100
40 H 1.62693 -0.69910 -2.78467  C10 1.096
41 H -3.97140 0.41309 1.41670  C16 1.096
42 H -2.75359 1.27905 0.44618  C16 1.089
43 H -4.09775 1.21986 -1.52367  C17 1.093
44 H -5.35387 1.34714 -0.26252  C17 1.101
45 H -5.66186 -2.33688 -0.63444  C19 1.091
46 H -5.71817 -1.14683 0.68640  C19 1.101
47 H -3.73949 -2.32690 1.27351  C20 1.097
48 H -3.31971 -2.68806 -0.41550  C20 1.093
49 H -1.44192 4.20287 0.34202  C24 1.088
50 H -0.52176 3.89376 1.80468  C24 1.089
51 H -0.14729 5.32089 0.82433  C24 1.087
52 H 2.01532 4.96132 -0.22038  C25 1.080
53 H 3.58733 3.50231 -1.44325  C26 1.078
54 H 2.96924 1.12879 -1.90926  C27 1.077

---

Number 1: frontier orbital gap 0.3399 hartree, largest force on an atom 0.8 eV Å⁻¹. Number 2: frontier orbital gap 0.3463 hartree, largest force on an atom 0.9 eV Å⁻¹. Number 3: frontier orbital gap 0.3209 hartree, largest force on an atom 1.1 eV Å⁻¹.